Record 1
A molecular structure, C37H48As2N2NiO3PSi2 in a non-equilibrium geometry. Source: the Open Molecules 2025 dataset; level of theory: ωB97M-V/def2-TZVPD.

Geometry as XYZ:
```
96
Properties=species:S:1:pos:R:3:forces:R:3:mulliken_charge:R:1
Ni -0.0608 0.2686 0.1052 -0.76 0.28 -0.35 0.925
O -0.8224 1.0574 2.5604 -0.93 1.04 -0.60 -0.738
C -0.9846 1.3767 1.3874 2.39 -2.59 0.43 -0.117
C -1.5856 2.6059 0.9560 -2.40 2.72 -0.68 -0.168
C -2.2074 3.4869 1.8766 0.78 -0.73 -0.32 -0.661
C -2.8672 4.6026 1.4352 -0.23 0.68 -0.51 -0.478
C -2.9318 4.9126 0.0656 0.13 -0.32 0.40 -0.699
C -2.3412 4.0625 -0.8547 -0.34 0.28 -0.02 -0.250
C -1.7176 2.9055 -0.4261 0.57 -0.51 1.62 0.365
P -0.8936 1.6779 -1.4619 -0.13 -0.41 -0.01 1.962
C 0.1412 2.7721 -2.4778 0.34 0.27 -0.09 0.894
C 1.4163 3.0199 -1.9676 -0.33 -0.33 0.16 -0.380
C 2.3012 3.8451 -2.6248 0.19 0.24 -0.22 -0.395
C 1.9260 4.4480 -3.8194 0.00 -0.14 0.15 -0.796
C 0.6463 4.2399 -4.3140 0.16 0.26 -0.25 -0.834
C -0.2504 3.4263 -3.6488 -0.03 -0.31 0.39 -0.269
C -2.2311 1.1840 -2.6071 -0.14 -0.16 0.13 0.151
C -3.5033 0.9750 -2.0770 0.32 0.21 -0.03 -1.067
C -4.5252 0.4911 -2.8741 -0.17 -0.04 0.03 -0.799
C -4.2949 0.2100 -4.2108 0.11 0.00 -0.03 -0.639
C -3.0267 0.3945 -4.7394 -0.10 0.05 -0.12 -0.951
C -1.9961 0.8498 -3.9385 0.11 0.17 0.16 0.269
H -2.1133 3.2669 2.9303 -0.07 -0.09 0.08 0.479
H -3.3297 5.2769 2.1465 -0.02 -0.02 0.02 0.392
H -3.4444 5.8071 -0.2617 0.00 0.03 -0.02 0.422
H -2.3836 4.2863 -1.9143 -0.02 0.01 0.00 0.385
H 1.6934 2.5187 -1.0482 0.02 0.07 -0.09 -0.455
H 3.2932 4.0049 -2.2213 0.03 0.03 0.01 0.406
H 2.6311 5.0663 -4.3585 -0.02 0.05 -0.03 0.390
H 0.3480 4.7161 -5.2389 -0.03 0.04 -0.03 0.414
H -1.2501 3.2863 -4.0376 0.03 -0.02 -0.06 0.464
H -3.6676 1.1878 -1.0284 -0.16 -0.01 0.05 0.463
H -5.5113 0.3380 -2.4578 -0.04 -0.03 0.08 0.416
H -5.0924 -0.1668 -4.8370 -0.05 0.01 -0.01 0.368
H -2.8426 0.1862 -5.7843 0.06 -0.12 -0.03 0.413
H -0.9995 0.9484 -4.3450 0.01 -0.04 -0.05 0.472
O 1.5488 0.0963 1.4751 0.07 0.26 -0.18 -0.805
C 1.6754 -0.4971 2.6058 -0.06 -0.43 0.51 -0.608
C 2.7621 -0.1777 3.4554 0.00 0.12 -0.16 -0.525
C 3.0435 -0.8955 4.5898 0.03 -0.14 0.13 -0.436
C 2.2445 -1.9769 4.9469 0.05 -0.14 0.32 -1.051
C 1.1243 -2.2644 4.1946 -0.04 0.08 -0.19 -0.499
C 0.7909 -1.5260 3.0573 0.59 0.33 0.09 0.496
C -0.4627 -1.7633 2.3804 -0.58 -0.16 -0.45 -0.183
N -0.8478 -1.3875 1.1671 0.44 0.05 0.91 1.248
C -2.1455 -1.7785 1.0231 -0.25 -0.05 0.11 -0.886
C -2.5617 -2.4160 2.1484 -0.31 0.08 -0.18 -1.332
N -1.4949 -2.4061 3.0013 0.33 -0.01 0.06 0.002
H 3.3911 0.6525 3.1602 0.01 0.03 -0.01 0.241
H 3.8973 -0.6286 5.2015 0.04 -0.01 0.00 0.424
H 2.4860 -2.5830 5.8092 0.01 0.00 0.05 0.340
H 0.5108 -3.1135 4.4822 0.00 0.05 0.00 0.390
H -2.6872 -1.5816 0.1142 0.01 -0.04 -0.07 0.780
H -3.4890 -2.8839 2.4072 -0.19 -0.07 0.01 0.451
H -1.4906 -2.7482 3.9468 0.05 0.08 -0.13 0.224
C 4.4646 0.3604 -1.7421 -0.23 0.05 0.25 -1.220
As 3.0962 0.1611 -0.3152 2.42 -0.15 0.45 0.926
C 3.8772 -1.4060 0.5771 -0.20 0.20 -0.12 -1.424
C 3.5248 1.8548 0.5854 -0.27 -0.11 -0.05 -1.451
O 1.6861 -0.0619 -1.0939 -0.87 0.31 -0.63 0.243
H 5.4254 0.5947 -1.2825 0.07 0.00 0.08 0.460
H 4.1823 1.1841 -2.3955 -0.09 0.06 -0.03 0.239
H 4.5707 -0.5370 -2.3455 -0.13 -0.11 0.03 0.328
H 4.6689 -1.0723 1.2456 0.02 0.01 0.06 0.466
H 4.3026 -2.0650 -0.1843 -0.08 0.21 -0.01 0.498
H 3.1238 -1.9485 1.1456 0.02 0.12 -0.08 0.306
H 4.3410 1.6762 1.2838 0.01 -0.05 0.02 0.498
H 2.6522 2.2151 1.1260 0.05 -0.10 0.01 0.311
H 3.8458 2.5921 -0.1515 0.04 -0.11 -0.07 0.350
C 0.2891 -5.2969 -1.9430 -0.21 0.65 -0.03 -1.353
Si -1.1001 -3.9517 -2.0139 -0.49 -0.37 -0.34 0.447
C -2.3097 -4.5686 -0.6391 0.46 0.49 -0.21 -1.182
C -2.1333 -4.3922 -3.5849 0.43 0.16 0.39 -1.219
As -0.6313 -1.6264 -1.9357 -0.05 -1.15 -0.60 0.659
Si 1.0661 -1.5685 -3.5340 0.22 -0.74 -0.65 0.230
C 1.7525 0.0865 -4.2432 -0.38 -0.16 0.57 -0.758
C 0.4910 -2.4352 -5.1634 0.16 0.25 0.47 -1.412
C 2.6079 -2.5917 -3.0063 -0.36 0.44 0.02 -0.473
H -0.1122 -6.2792 -1.7097 -0.28 -0.16 0.02 0.409
H 1.0201 -5.0555 -1.1764 0.16 0.09 0.13 0.343
H 0.8127 -5.3760 -2.8911 0.14 0.03 -0.21 0.355
H -2.6232 -5.5939 -0.8218 0.07 -0.20 -0.24 0.452
H -3.2032 -3.9526 -0.6127 -0.20 0.14 0.03 0.300
H -1.8560 -4.5317 0.3460 0.09 0.03 0.21 0.258
H -2.3711 -5.4496 -3.6483 -0.02 -0.37 0.09 0.340
H -1.6127 -4.1170 -4.4931 0.14 0.10 -0.23 0.295
H -3.0683 -3.8407 -3.5707 -0.18 0.19 0.07 0.279
H 1.0844 0.5243 -4.9816 -0.17 0.03 -0.14 0.506
H 2.7107 -0.0716 -4.7348 0.14 -0.24 -0.08 0.617
H 1.9067 0.8137 -3.4532 0.03 0.14 0.10 -0.414
H -0.5108 -2.1166 -5.4370 -0.23 0.07 0.01 0.274
H 0.4733 -3.5121 -5.0402 -0.05 -0.31 0.05 0.284
H 1.1452 -2.2148 -6.0003 0.32 0.10 -0.22 0.466
H 2.9863 -2.1874 -2.0699 0.02 -0.06 0.07 -0.409
H 3.4120 -2.5837 -3.7396 0.13 0.08 -0.24 0.340
H 2.3271 -3.6249 -2.8301 -0.11 -0.17 0.05 0.212
```
Forces are in eV/Å.

Properties
total energy	-236037.5365	eV
F_max	3.69	eV/A
energy above the lowest of the compared OMol25 structures with the same formula, charge and spin	1.471	eV
highest occupied orbital energy (alpha / beta)	-2.54 / -2.52	eV
charge	-1

Record 2
C5H4O2 in the gas phase. Source: the Open Molecules 2025 dataset; level of theory: ωB97M-V/def2-TZVPD.

Geometry as XYZ:
```
11
Properties=species:S:1:pos:R:3:forces:R:3:nbo_charge:R:1
O -0.4957 2.2980 -0.4352 0.07 -0.60 0.15 -0.448
C -0.3032 1.1421 -0.1644 -0.16 0.46 -0.11 0.469
C -1.2879 -0.0162 -0.1241 0.03 -0.09 0.04 -0.725
C -0.5911 -1.2990 0.2420 0.18 0.39 -0.05 0.220
C 0.8641 -0.9677 0.2025 -0.08 -0.08 0.12 -0.709
C 1.0705 0.5380 0.2261 0.49 0.24 0.08 0.470
O 2.0526 1.1685 0.5162 -0.55 -0.41 -0.15 -0.448
H -2.1047 0.1657 0.5895 0.06 -0.03 -0.10 0.294
H -1.8100 -0.1565 -1.0825 0.06 0.01 0.11 0.299
H 1.0878 -1.3207 -0.8265 0.01 0.03 0.03 0.306
H 1.5177 -1.5522 0.8564 -0.10 0.07 -0.11 0.271
```
Forces are in eV/Å.

Properties
total energy	-9340.4945	eV
F_max	0.70	eV/A
energy above the lowest of the compared OMol25 structures with the same formula, charge and spin	3.688	eV
highest occupied orbital energy (alpha / beta)	-8.83 / -8.83	eV

Record 3
2 unconnected molecules or ions with the total composition C4H8NO2 in a non-equilibrium geometry. Source: the Open Molecules 2025 dataset; level of theory: ωB97M-V/def2-TZVPD.

Geometry as XYZ:
```
15
Properties=species:S:1:pos:R:3:forces:R:3:nbo_charge:R:1
C 2.6817 -0.5195 0.1229 0.21 0.59 -0.52 0.751
C 0.4727 0.0872 -1.0283 0.89 -0.66 1.10 -0.463
C 0.2738 1.1550 -0.0193 0.00 0.97 0.80 0.283
C 1.4211 -0.7094 -0.0450 -2.30 -0.92 -0.24 -0.581
N -0.7706 1.2850 0.6908 -2.88 -1.85 -0.64 -0.628
O 3.7761 -0.3331 0.3052 2.59 0.27 0.39 -0.356
O -2.4251 -1.0665 0.3397 3.05 -2.41 -0.83 -0.963
H 1.1192 -1.4496 0.7562 -0.56 0.88 -1.33 0.303
H -0.3168 -0.6200 -1.2777 -0.62 0.69 0.54 0.269
H 0.7602 0.4995 -2.0015 1.06 -0.35 0.42 0.282
H 0.9910 1.8891 0.3607 0.82 -0.46 -1.23 0.241
H -0.9793 1.8816 1.4522 0.74 1.01 0.76 0.433
H -3.2785 -0.8627 0.0573 -2.50 0.41 -0.72 0.487
H -1.5602 0.6540 0.5013 0.23 -0.20 -0.01 0.441
H -2.1655 -1.8906 -0.2146 -0.73 2.03 1.51 0.500
```
Forces are in eV/Å.

Properties
total energy	-9854.1084	eV
F_max	3.97	eV/A
energy above the lowest of the compared OMol25 structures with the same formula, charge and spin	2.222	eV
highest occupied orbital energy	-13.56	eV
charge	+1

Record 4
A molecular structure, C26H31F9FeO3Si2 in a non-equilibrium geometry. Source: the Open Molecules 2025 dataset; level of theory: ωB97M-V/def2-TZVPD.

Geometry as XYZ:
```
72
Properties=species:S:1:pos:R:3:forces:R:3:lowdin_spin:R:1
Fe -0.4177 0.3692 0.2835 1.28 -0.17 -0.48 1.037
C -1.8299 2.9634 -1.4608 0.18 -0.17 0.26 -0.005
Si -2.2772 1.8467 0.0165 -0.61 1.17 0.05 -0.022
C -2.4779 2.9492 1.5672 0.27 -0.09 -0.14 -0.004
C -4.1050 1.3374 -0.1947 0.34 -0.34 -0.02 -0.002
C -5.2716 2.0962 -0.2100 -0.11 0.13 -0.04 0.000
C -6.5110 1.4708 -0.2257 0.04 0.08 0.00 0.000
C -6.5929 0.0818 -0.2272 0.05 -0.07 -0.01 0.000
C -5.4350 -0.6846 -0.2197 -0.12 -0.13 -0.02 0.000
C -4.1897 -0.0641 -0.1994 0.39 0.31 0.06 -0.001
Si -2.4155 -0.7409 -0.1670 -0.39 -0.75 -0.11 -0.013
C -2.2305 -1.5468 1.5563 0.19 0.24 -0.26 -0.006
C -2.2749 -1.5815 -1.8645 0.21 0.06 0.27 -0.001
H -2.3175 3.9370 -1.3686 -0.07 -0.01 0.03 -0.001
H -2.1482 2.5112 -2.4025 0.02 -0.03 0.00 0.000
H -0.7494 3.1178 -1.4952 -0.03 0.03 -0.06 0.000
H -3.3058 3.6468 1.4173 -0.07 -0.06 -0.07 -0.001
H -1.5709 3.5103 1.7800 -0.08 0.03 0.05 0.000
H -2.7099 2.3370 2.4423 -0.01 -0.01 0.00 0.000
H -5.2206 3.1816 -0.2056 -0.02 -0.01 0.02 0.000
H -7.4190 2.0635 -0.2275 0.00 0.00 -0.01 0.000
H -7.5646 -0.3988 -0.2298 0.00 -0.01 -0.01 0.000
H -5.5106 -1.7682 -0.2242 -0.02 0.01 0.01 0.000
H -2.5538 -2.5866 1.5845 0.06 -0.02 -0.04 -0.001
H -2.8101 -0.9729 2.2826 -0.09 0.03 -0.08 0.000
H -1.1758 -1.5301 1.8534 -0.03 -0.14 0.08 0.000
H -2.7786 -2.5478 -1.8812 -0.05 -0.04 0.02 0.000
H -1.2326 -1.7324 -2.1380 -0.02 -0.08 0.02 0.000
H -2.7538 -0.9404 -2.6091 -0.05 0.08 0.08 0.000
C 5.5164 -0.5346 -0.5216 0.20 0.13 -0.12 -0.001
C 4.4598 0.4902 -0.2898 -0.59 0.39 0.30 -0.005
C 3.0801 0.0736 -0.5573 0.07 -0.68 -0.64 -0.001
C 2.0251 1.1173 -0.3394 0.42 0.32 1.10 0.001
C 0.9307 0.4988 -2.4292 0.05 -0.10 -0.06 0.001
C 2.3822 2.3412 0.3824 1.42 -0.32 -1.51 0.001
C 1.3181 2.8312 1.1393 -1.04 0.44 0.59 0.001
O 0.2265 2.2399 1.2400 0.43 0.11 0.11 0.017
C 3.7243 2.6515 0.6113 -1.05 0.26 0.44 -0.006
C 4.1205 3.8914 1.3754 -0.02 -0.06 0.05 -0.001
C 4.7210 1.7246 0.2440 0.52 -0.37 -0.13 0.000
H 5.3322 -1.0813 -1.4499 -0.02 0.01 0.00 0.000
H 5.4942 -1.2752 0.2838 -0.05 -0.01 -0.01 0.000
H 6.5129 -0.0908 -0.5555 0.00 -0.03 0.03 0.000
H 2.9665 -0.6031 -1.4095 0.13 0.04 0.10 0.000
H 1.7949 0.7073 -3.0666 -0.01 0.01 0.02 0.000
H 0.0146 0.7470 -2.9652 0.01 0.01 0.02 0.000
H 0.9122 -0.5576 -2.1526 -0.01 0.01 -0.01 0.000
H 1.4550 3.7267 1.7581 0.04 0.08 0.03 0.001
H 3.6297 3.9333 2.3491 0.07 0.06 0.01 0.000
H 3.8495 4.7985 0.8304 0.01 -0.01 0.01 0.000
H 5.1963 3.9068 1.5469 0.00 0.01 0.00 0.000
H 5.7525 1.9925 0.4597 0.00 -0.06 0.02 0.000
F 2.9272 -3.1495 -0.5460 -0.17 -0.04 -0.08 0.000
C 1.7801 -3.5703 -1.1131 0.01 0.10 -0.10 0.000
F 1.6082 -2.8406 -2.2320 0.05 -0.13 0.16 0.000
F 1.9970 -4.8467 -1.5161 -0.04 0.19 0.08 0.000
C 0.5404 -3.3819 -0.1403 0.21 -0.36 0.00 0.002
O 0.1294 -2.1416 -0.0993 -0.38 -0.40 -0.16 0.012
C -0.5663 -4.4216 -0.6405 -0.05 -0.03 -0.04 0.000
F -0.3439 -5.7133 -0.2929 0.05 0.25 -0.09 0.000
F -0.6851 -4.4082 -1.9862 0.00 0.08 0.18 0.000
F -1.7720 -4.1072 -0.1419 0.12 0.00 -0.06 0.000
C 1.0105 -3.9264 1.2706 0.09 0.13 0.14 0.000
F 1.7628 -5.0543 1.2131 -0.18 0.16 0.03 0.000
F -0.0540 -4.2019 2.0575 0.12 0.01 -0.12 0.000
F 1.7426 -3.0165 1.9231 -0.13 -0.10 -0.10 0.000
C 2.2965 -0.0781 2.0214 0.10 0.44 -0.24 0.000
C 2.0591 -0.0656 0.5388 -1.15 -0.04 -0.13 -0.002
O 0.9525 1.3302 -1.2748 -0.78 -0.31 0.28 0.000
H 3.2028 -0.6311 2.2769 0.00 -0.05 0.02 0.000
H 1.4567 -0.5641 2.5218 0.11 -0.07 0.09 0.000
H 2.3905 0.9345 2.4429 0.15 -0.09 0.19 0.000
```
Forces are in eV/Å.

Properties
total energy	-108205.5947	eV
2S+1	2
F_max	2.10	eV/A
energy above the lowest of the compared OMol25 structures with the same formula, charge and spin	1.274	eV
highest occupied orbital energy (alpha / beta)	-3.51 / -3.52	eV
charge	-1

Record 5
C17H21N3O2S in the gas phase in a non-equilibrium geometry. Source: the Open Molecules 2025 dataset; level of theory: ωB97M-V/def2-TZVPD.

Geometry as XYZ:
```
44
Properties=species:S:1:pos:R:3:forces:R:3:nbo_charge:R:1
O -0.6665 -0.1401 -2.7645 -0.01 1.34 3.28 -0.616
N -0.5075 2.2579 -0.1949 -0.72 -0.04 -1.76 -0.072
O -1.2346 3.5571 -0.0345 -0.54 -2.57 -0.87 -0.327
S -4.7577 3.9057 -2.0918 0.26 0.05 0.17 0.410
C -0.5412 0.1825 -1.5401 0.02 -1.82 -3.32 0.644
C -1.1793 1.4633 -1.0337 1.06 1.42 2.74 0.098
C -3.4831 4.2164 -0.9640 2.92 0.94 0.88 -0.453
C -6.0746 1.6339 -2.4753 2.67 -1.47 0.29 -0.259
C -6.2012 0.1962 -2.6774 5.31 -1.15 0.51 -0.218
C -2.4202 3.3684 -0.7139 -2.49 -0.80 -1.51 0.260
C -4.8285 2.1610 -2.1747 -1.69 -0.42 0.87 -0.192
C -2.4938 1.9929 -1.2894 -2.49 -0.66 -1.08 -0.136
C -5.0943 -0.6803 -2.6058 -1.00 3.07 -0.20 -0.163
C -3.6665 1.3443 -1.8409 2.74 1.40 -0.16 0.099
N 0.1145 -0.6513 -0.6898 -0.20 1.80 1.38 -0.597
N 2.0496 -2.0613 1.0744 0.06 -0.06 1.03 -0.478
C -3.6532 -0.1059 -2.3753 -3.38 0.64 3.48 -0.477
C 0.6465 -2.5654 3.0792 -1.15 -0.99 -0.11 -0.623
C 3.5370 -0.2857 0.3292 1.58 -0.28 -0.99 -0.615
C 1.9862 -2.6778 2.4229 -1.14 -0.23 -2.08 -0.206
C 3.4037 -1.7710 0.6289 0.59 0.90 0.45 -0.225
C 0.8110 -1.8192 -1.1199 0.19 -1.99 0.56 -0.224
C 1.3004 -2.7468 0.0255 -0.32 0.91 0.92 -0.214
H -3.3623 5.2921 -0.6962 -0.41 -0.97 -0.08 0.246
H -6.9456 2.2143 -2.5420 -0.82 0.95 -0.16 0.219
H -7.0610 -0.1795 -3.0700 -2.61 -1.05 -0.52 0.205
H -5.1785 -1.7443 -2.8092 -0.10 0.24 -0.04 0.209
H 0.4796 -0.2172 0.1674 -0.40 -0.42 -0.26 0.421
H -3.1086 -0.7334 -1.6896 0.11 -0.30 0.47 0.226
H -3.0634 -0.0876 -3.1914 1.71 -0.19 -3.31 0.257
H 0.5760 -3.5572 3.5775 -0.46 1.15 0.82 0.215
H 0.5478 -1.6461 3.6570 0.02 -0.43 0.49 0.216
H -0.2322 -2.5713 2.4211 0.42 0.03 -0.33 0.209
H 2.9569 0.2548 1.0479 0.68 0.57 1.30 0.218
H 4.6854 -0.0920 0.2086 -2.34 0.46 0.27 0.210
H 2.9525 0.0135 -0.5306 0.42 -0.15 -0.98 0.198
H 2.2188 -3.7321 2.3750 0.41 -0.61 -0.27 0.158
H 2.6575 -2.2567 3.1109 1.39 0.87 0.39 0.203
H 4.2154 -1.9146 1.4058 -1.16 -0.72 -0.67 0.197
H 3.5924 -2.3484 -0.2807 0.54 -0.14 0.19 0.179
H 0.1439 -2.5220 -1.6262 0.01 0.65 -0.70 0.220
H 1.6744 -1.5830 -1.7110 0.26 0.25 -0.75 0.196
H 0.4741 -3.3184 0.4187 -0.60 0.33 0.56 0.202
H 1.9044 -3.5347 -0.3725 0.68 -0.50 -0.92 0.180
```
Forces are in eV/Å.

Properties
total energy	-37364.8612	eV
F_max	5.46	eV/A
energy above the lowest of the compared OMol25 structures with the same formula, charge and spin	7.307	eV
highest occupied orbital energy	-6.79	eV

Question: Which of these has the highest total energy?
Answer: C5H4O2

Repeat the third record exactly.
2 unconnected molecules or ions with the total composition C4H8NO2 in a non-equilibrium geometry. Source: the Open Molecules 2025 dataset; level of theory: ωB97M-V/def2-TZVPD.

Geometry as XYZ:
```
15
Properties=species:S:1:pos:R:3:forces:R:3:nbo_charge:R:1
C 2.6817 -0.5195 0.1229 0.21 0.59 -0.52 0.751
C 0.4727 0.0872 -1.0283 0.89 -0.66 1.10 -0.463
C 0.2738 1.1550 -0.0193 0.00 0.97 0.80 0.283
C 1.4211 -0.7094 -0.0450 -2.30 -0.92 -0.24 -0.581
N -0.7706 1.2850 0.6908 -2.88 -1.85 -0.64 -0.628
O 3.7761 -0.3331 0.3052 2.59 0.27 0.39 -0.356
O -2.4251 -1.0665 0.3397 3.05 -2.41 -0.83 -0.963
H 1.1192 -1.4496 0.7562 -0.56 0.88 -1.33 0.303
H -0.3168 -0.6200 -1.2777 -0.62 0.69 0.54 0.269
H 0.7602 0.4995 -2.0015 1.06 -0.35 0.42 0.282
H 0.9910 1.8891 0.3607 0.82 -0.46 -1.23 0.241
H -0.9793 1.8816 1.4522 0.74 1.01 0.76 0.433
H -3.2785 -0.8627 0.0573 -2.50 0.41 -0.72 0.487
H -1.5602 0.6540 0.5013 0.23 -0.20 -0.01 0.441
H -2.1655 -1.8906 -0.2146 -0.73 2.03 1.51 0.500
```
Forces are in eV/Å.

Properties
total energy	-9854.1084	eV
F_max	3.97	eV/A
energy above the lowest of the compared OMol25 structures with the same formula, charge and spin	2.222	eV
highest occupied orbital energy	-13.56	eV
charge	+1

Question: Which value of F_max does entry 4 give?
Answer: 2.10 eV/A